{
  "formula": "C6H7Br",
  "method": "wB97M-V/def2-TZVPD",
  "species": ["C", "C", "C", "C", "C", "C", "Br", "H", "H", "H", "H", "H", "H", "H"],
  "xyz": [[-0.154994, -0.855524, 1.446528], [-0.431674, -1.236451, 0.176339], [-0.064423, 0.123666, -0.941538], [0.041948, -0.030995, -2.233490], [0.391601, 0.510482, 1.433030], [0.058125, 1.180486, 0.097192], [-1.303075, -2.724251, -0.495029], [-0.165110, -1.555627, 2.361913], [0.135703, 0.739548, -2.975155], [-0.164009, -1.056769, -2.512998], [0.219654, 1.240343, 2.222158], [1.464287, 0.345772, 1.443030], [0.849002, 1.743643, -0.298697], [-0.877034, 1.575679, 0.276718]],
  "forces_ev_per_a": [[-1.0, -2.2, -0.6], [0.6, 3.2, -1.1], [-1.3, -3.4, 4.0], [-0.6, -0.8, 0.1], [2.0, 0.9, -0.2], [1.1, -2.4, -0.5], [0.2, -0.5, 0.0], [-0.2, 1.4, -1.6], [0.3, 0.2, -0.1], [0.1, 0.0, -0.7], [-0.5, -0.5, 0.4], [0.6, 0.3, 0.2], [0.7, 2.0, 0.2], [-1.9, 1.8, -0.3]],
  "e_above_lowest_kj_mol": 111.31,
  "charge": 0,
  "largest_force_ev_per_a": 5.41,
  "smiles": "C=C1CCC=C1Br",
  "gap_ev": 9.702,
  "total_energy_ev": -76375.3167
}